This record from the OMol25 dataset describes a molecular structure, C18H22FNO11Sr2 at a distorted geometry. The level of theory is ωB97M-V with the def2-TZVPD basis set.

```
55
Properties=species:S:1:pos:R:3:forces:R:3
Sr 30.8517 25.4210 5.9640 -1.180 0.490 -0.952
Sr 28.8229 28.1267 7.9463 0.167 -0.376 0.312
F 29.2016 25.5639 7.7780 -0.172 0.209 0.292
O 29.0370 23.6669 5.0744 -1.282 -0.979 0.151
O 34.0884 27.3372 11.5882 -2.241 -1.895 -0.128
O 27.2203 28.6973 0.6545 -1.139 -1.910 3.283
O 28.2224 27.2758 5.7048 2.163 -0.260 3.328
O 32.4675 24.6049 7.8485 -1.084 0.142 -0.172
O 24.9355 28.1826 2.6010 4.589 -0.614 -0.710
O 28.8726 26.9899 10.2371 -4.050 0.194 -2.079
O 27.3323 24.9410 9.7406 -2.234 -0.562 -0.167
O 30.2271 26.8296 3.6756 0.952 -0.525 1.540
O 32.4226 24.8871 12.1013 0.188 3.575 -0.405
O 30.2262 29.2228 9.7058 -0.420 0.641 -0.904
N 31.6975 22.9532 5.8623 -1.716 0.215 0.081
C 26.2304 27.9928 2.8077 -5.701 1.053 -1.937
C 31.9530 26.0333 11.7051 2.763 -5.406 0.553
C 32.1775 23.2866 8.2916 -1.014 -0.633 -2.044
C 29.4411 22.3042 4.7183 -0.716 0.074 2.610
C 26.5569 27.7811 4.1000 5.465 -1.328 3.066
C 31.1522 22.7250 7.2162 1.303 -0.998 1.420
C 32.3120 28.3039 10.6842 -6.389 2.501 -2.676
C 33.3561 25.3086 8.6701 1.694 1.033 0.363
C 30.6468 25.9246 11.2947 -2.647 2.811 -1.844
C 27.9829 27.4907 4.5096 -4.463 0.532 -4.606
C 27.3384 28.0594 1.7837 0.280 3.383 -5.228
C 30.9134 22.1284 4.9104 1.859 0.907 -2.054
C 27.5690 23.7478 5.3616 0.330 -0.362 -0.416
C 30.8669 28.3633 10.3469 2.947 -3.193 0.980
C 32.8483 27.2242 11.3156 3.950 0.487 2.153
C 30.0377 26.9907 10.6232 3.896 0.612 2.230
C 29.0988 27.2826 3.3502 -2.803 0.914 -1.791
C 28.6602 27.6460 2.0038 1.874 -1.662 5.012
H 33.0306 22.6262 8.1356 0.540 0.214 0.346
H 30.1004 22.9801 7.3458 0.129 0.786 -0.234
H 27.5657 24.8881 10.6703 0.992 -0.029 0.724
H 32.5543 22.4197 5.8246 0.692 0.725 0.275
H 33.1284 25.2535 9.7346 0.206 -0.531 -0.136
H 28.0630 24.9422 9.1180 2.612 -0.163 -1.241
H 27.0056 23.7079 4.4293 0.251 0.558 -0.126
H 29.4581 27.7768 1.2878 -0.372 -0.112 -0.355
H 34.3766 25.0508 8.3868 0.220 -0.826 0.659
H 32.8155 29.2028 10.3604 0.674 -0.213 0.362
H 29.1624 21.9369 3.7306 -0.252 0.526 -0.045
H 31.8627 23.2196 9.3330 -0.205 0.264 -0.051
H 27.3005 24.5996 5.9865 0.706 0.497 -0.612
H 30.0850 25.0024 11.3140 0.228 -0.298 0.466
H 29.0297 21.6382 5.4767 -0.901 -0.017 -0.120
H 33.4420 26.3728 8.4502 -1.079 0.246 -0.351
H 31.1472 21.6386 7.3041 -0.112 -0.298 0.658
H 27.0313 25.8445 9.6194 -0.431 0.956 0.318
H 27.1432 22.9197 5.9281 0.870 -0.667 0.176
H 31.2860 22.4169 3.9275 0.742 -0.228 -0.061
H 31.2661 21.1167 5.1106 -0.936 -0.500 -0.353
H 25.7264 27.7436 4.7895 0.255 0.042 0.440
```
Positions in Å, forces in eV/Å.

Its spin multiplicity is 1. The calculation puts the electronic energy at -47420.39909 eV. Its HOMO energy is -6.6 eV. As for the largest force on an atom: 7.4 eV/Å. For the HOMO-LUMO gap, the calculation gives 4.566 eV. The LUMO energy comes out at -2.05 eV.



This record from the OMol25 dataset describes 2 unconnected molecules or ions with the total composition CHCl2NO at a distorted geometry. The level of theory is ωB97M-V with the def2-TZVPD basis set.

```
6
Properties=species:S:1:pos:R:3:forces:R:3
Cl -1.4309 -1.7201 -0.2407 -0.234 0.771 0.806
Cl 2.6502 0.1285 0.2668 -0.123 -0.033 -0.154
O -1.6480 -0.3777 0.8326 -1.965 -3.804 1.065
N 0.3176 1.0673 -0.8371 -4.429 1.858 -2.008
C 1.2639 0.6582 -0.4204 4.666 -1.778 2.174
H -1.1529 0.2438 0.3987 2.084 2.986 -1.882
```
Positions in Å, forces in eV/Å.

Its spin multiplicity is 1. The calculation puts the electronic energy at -29632.69267 eV. Its HOMO energy is -10.5 eV. As for the largest force on an atom: 5.4 eV/Å. Its energy relative to the best compared isomer or geometry (same formula, charge and spin) is 14.4 kcal per mole. Its SMILES is N#CCl.OCl. For the HOMO-LUMO gap, the calculation gives 10.548 eV. The LUMO energy comes out at 0.05 eV.



This record from the OMol25 dataset describes C3H6N2O3 in the gas phase at a distorted geometry. The level of theory is ωB97M-V with the def2-TZVPD basis set.

```
14
Properties=species:S:1:pos:R:3:forces:R:3
O 1.5783 -0.0580 0.9090 -0.589 0.684 -0.117
O -1.3848 -1.2563 2.1021 -1.169 -2.988 5.122
O -1.4224 -0.7572 -0.1124 -0.529 0.089 -3.432
N 0.3435 -0.5057 -1.7491 0.293 -0.105 -0.035
N -0.1685 1.1715 -0.1602 -0.098 -0.484 0.252
C -0.6879 0.1302 -1.0134 -0.748 -0.317 -0.080
C -1.0385 -0.6672 1.1370 3.358 4.931 -2.530
C 0.3343 0.5784 1.0279 -0.760 -1.080 0.285
H -1.4484 0.5207 -1.7011 0.171 -0.147 0.186
H 0.0246 -1.2900 -2.3024 -0.083 0.052 0.033
H 2.0025 -0.0779 1.7730 0.037 -0.138 0.183
H 0.4972 1.7508 -0.6539 0.225 -0.047 0.056
H 1.1075 -0.7846 -1.1410 -0.125 -0.116 -0.132
H 0.2625 1.2454 1.8845 0.018 -0.334 0.209
```
Positions in Å, forces in eV/Å.

Its spin multiplicity is 3. The calculation puts the electronic energy at -12325.24831 eV. Its HOMO energy (spin up / spin down) is -4.2 / -10.2 eV. As for the largest force on an atom: 6.5 eV/Å. Its energy relative to the best compared isomer or geometry (same formula, charge and spin) is 0.4 kcal per mole. For the HOMO-LUMO gap (spin up / spin down), the calculation gives 4.803 / 7.631 eV. The LUMO energy (spin up / spin down) comes out at 0.56 / -2.53 eV. The expectation value of S² is 2.01.



This record from the OMol25 dataset describes a molecular structure, C20H15NRuS5 at a distorted geometry. The level of theory is ωB97M-V with the def2-TZVPD basis set.

```
42
Properties=species:S:1:pos:R:3:forces:R:3
Ru -0.1617 -0.8257 0.3850 -0.977 -2.270 0.475
S -1.6036 0.6360 1.9689 0.899 -1.159 -1.549
S 1.8846 0.0794 1.2376 -0.197 -0.191 0.157
S 1.3336 -1.7829 -1.5270 -1.091 1.076 1.405
S -2.3082 -1.4266 -0.6158 0.494 0.033 0.162
S 0.5048 -3.0595 2.8813 -0.489 -0.414 -0.554
N -0.2048 0.9242 -0.8393 0.700 0.580 0.092
C -0.0031 -2.3533 1.6085 0.805 2.564 -0.287
C -0.5306 2.0647 -0.2191 -0.096 -0.238 -0.081
C -1.6981 1.9969 0.7124 -0.032 -0.064 0.644
C 2.9454 -1.4037 -0.8742 0.190 -0.162 -0.183
C 4.0272 -1.9343 -1.5791 -0.043 0.025 0.017
C 0.8857 -0.3273 -2.5730 0.494 -0.618 0.097
C 0.7020 0.9505 -1.8257 -0.217 -0.052 0.065
C 3.1453 -0.7031 0.3198 -0.220 0.237 0.047
C 1.1166 3.2695 -1.4580 -0.111 -0.170 0.060
C -3.1893 -0.1363 1.7018 -0.172 0.130 0.258
C -4.1816 0.1688 2.6333 0.010 0.046 0.033
C 5.5292 -1.1027 0.0876 -0.163 0.091 0.055
C 0.1331 3.2487 -0.4803 0.004 0.229 -0.181
C -4.7828 -1.4178 0.4587 -0.046 0.039 0.090
C -5.7684 -1.0949 1.3698 0.114 -0.006 -0.093
C 1.3865 2.1049 -2.1589 -0.052 0.152 -0.159
C 4.4614 -0.5801 0.7911 0.167 -0.070 -0.162
C -5.4693 -0.3040 2.4755 -0.049 0.056 0.121
C 5.3168 -1.7720 -1.1139 0.121 -0.096 -0.176
C -3.4630 -0.9584 0.6023 0.088 0.006 -0.152
H 1.6343 -0.2384 -3.3574 -0.042 0.064 -0.051
H 1.6452 4.1848 -1.6873 0.035 -0.008 0.036
H -0.1263 4.1456 0.0650 -0.019 -0.015 0.004
H -0.0619 -0.6601 -2.9989 -0.047 0.156 -0.086
H 6.1496 -2.1728 -1.6769 -0.014 -0.028 0.035
H 2.1113 2.0871 -2.9611 0.027 -0.006 0.032
H -6.2283 -0.0551 3.2052 -0.007 -0.026 -0.017
H -4.9987 -2.0516 -0.3917 -0.056 0.003 0.010
H 3.8328 -2.4837 -2.4927 0.055 -0.011 -0.005
H -3.9259 0.7877 3.4853 -0.025 0.009 -0.008
H 4.6183 -0.0620 1.7280 0.013 0.010 0.002
H -1.8107 2.9258 1.2676 -0.059 0.069 -0.111
H -6.7746 -1.4656 1.2203 0.001 -0.018 0.026
H 6.5338 -0.9926 0.4758 -0.001 0.005 0.005
H -2.6069 1.7894 0.1495 0.009 0.041 -0.073
```
Positions in Å, forces in eV/Å.

Its spin multiplicity is 1. The calculation puts the electronic energy at -79233.34787 eV. Its HOMO energy is -6.8 eV. As for the largest force on an atom: 2.7 eV/Å. For the HOMO-LUMO gap, the calculation gives 6.414 eV. The LUMO energy comes out at -0.40 eV.



This record from the OMol25 dataset describes a molecular structure, C27H21N8O3RbSSe. The level of theory is ωB97M-V with the def2-TZVPD basis set.

```
62
Properties=species:S:1:pos:R:3:forces:R:3
Rb 0.4621 0.3000 0.4433 0.309 -0.055 0.244
Se 1.1554 0.3302 -3.7673 -0.171 -0.038 -0.058
S -1.6554 1.9806 -1.2508 0.109 -0.061 -0.048
O -0.4765 2.7536 -1.5855 -0.036 -0.042 0.037
O -2.4958 -0.8865 -3.3488 -0.050 0.012 -0.042
O -2.0190 2.0080 0.1518 0.001 -0.012 -0.029
N -0.9797 -2.6125 -1.5248 0.076 -0.039 0.057
N -0.5203 -1.1588 2.8419 -0.013 -0.030 -0.009
N 3.7758 0.5910 -1.0010 0.034 0.043 -0.011
N 1.8033 0.0797 -2.1561 0.128 0.138 0.060
N 1.0333 1.0890 3.3566 0.019 0.060 0.052
N 2.6162 1.0901 -4.4029 0.051 -0.004 0.054
N -1.5082 0.4608 -1.7751 -0.219 0.158 -0.158
N 0.8702 -2.6488 -0.1548 -0.019 0.015 0.060
C 1.9368 -3.2858 0.3350 -0.018 0.007 -0.004
C -3.3182 1.3510 -3.0531 -0.011 -0.085 -0.030
C -2.9386 -1.3776 4.1809 -0.006 0.000 0.008
C -4.3420 1.4166 -3.9810 0.019 0.004 0.027
C -4.7276 3.7062 -3.2930 -0.002 0.032 0.013
C -5.0453 2.6092 -4.0916 -0.003 -0.015 -0.010
C 3.0250 0.5905 -2.1471 -0.245 -0.165 0.044
C 3.4723 1.1431 -3.3951 0.162 0.100 -0.122
C 4.7841 1.7023 -3.4456 0.001 -0.017 0.053
C 1.5393 -5.2030 -1.0001 0.026 -0.014 0.011
C 4.9586 1.1176 -1.1054 -0.041 -0.020 0.017
C 0.5180 0.8238 5.6753 0.029 0.029 -0.025
C 1.5238 1.7101 6.0200 -0.006 -0.008 0.016
C -1.4519 -2.0178 2.4381 0.001 -0.004 -0.003
C 2.2774 2.2896 5.0137 -0.005 0.006 0.000
C 1.9906 1.9449 3.7019 -0.006 -0.008 -0.006
C -3.0135 2.4438 -2.2725 -0.067 0.099 -0.018
C -1.9726 -0.4835 4.6127 0.015 -0.009 -0.021
C -0.7729 -0.4075 3.9137 0.014 0.025 0.037
C 0.3011 0.5426 4.3299 -0.056 -0.065 -0.014
C 0.1267 -3.2735 -1.0727 -0.100 0.045 -0.077
C -2.4131 0.1786 -2.7514 0.112 -0.014 0.004
C 2.3227 -4.5534 -0.0443 -0.015 -0.011 -0.020
C 0.4364 -4.5723 -1.5209 -0.003 0.043 0.009
C -3.6966 3.6405 -2.3642 -0.007 -0.041 -0.019
C 5.5121 1.6795 -2.3035 -0.007 0.006 -0.046
C -2.6758 -2.1663 3.0744 0.002 0.005 0.002
H -1.4165 -2.9058 -2.3828 0.016 -0.009 0.003
H -4.5715 0.5536 -4.5917 -0.006 0.002 -0.003
H -3.8881 -1.4464 4.6957 0.001 -0.002 0.000
H 5.1633 2.1245 -4.3662 -0.035 -0.007 -0.021
H 2.5093 -2.7377 1.0768 -0.006 0.004 -0.001
H -0.1930 -5.0475 -2.2616 0.011 -0.015 -0.003
H 5.5597 1.1261 -0.2010 0.021 0.011 -0.014
H -2.1563 0.1672 5.4566 -0.011 -0.006 -0.001
H 2.5567 2.3810 2.8857 0.009 -0.004 0.002
H 1.7969 -6.2007 -1.3334 0.003 -0.001 0.001
H -5.8524 2.6920 -4.8080 -0.001 0.003 0.001
H 1.7191 1.9392 7.0596 0.001 0.002 -0.003
H -1.0115 -1.6072 -1.4087 -0.006 -0.014 -0.006
H 3.0704 2.9904 5.2336 0.001 0.000 -0.004
H -0.0771 0.3377 6.4357 0.002 0.000 0.002
H 6.5131 2.0879 -2.2750 0.002 -0.007 0.031
H -3.4417 4.4880 -1.7425 0.011 -0.004 0.004
H 3.1979 -5.0161 0.3878 0.000 -0.012 -0.006
H -5.2907 4.6245 -3.3979 -0.007 -0.008 -0.011
H -1.2034 -2.6039 1.5593 -0.009 -0.001 -0.003
H -3.4024 -2.8723 2.6978 0.001 -0.001 -0.001
```
Positions in Å, forces in eV/Å.

Its spin multiplicity is 1. The calculation puts the electronic energy at -123241.59327 eV. Its HOMO energy is -8.0 eV. As for the largest force on an atom: 0.4 eV/Å. For the HOMO-LUMO gap, the calculation gives 7.152 eV. The LUMO energy comes out at -0.81 eV.



This record from the OMol25 dataset describes 3 unconnected molecules or ions with the total composition C3H6ClN3O at a distorted geometry. The level of theory is ωB97M-V with the def2-TZVPD basis set.

```
14
Properties=species:S:1:pos:R:3:forces:R:3
Cl -0.1607 -1.6328 -1.4270 -0.624 -1.919 -3.182
O -1.9698 0.4200 0.1298 -0.621 -0.211 1.141
N 1.1534 1.4182 -0.5785 -0.152 -1.619 -1.610
N -0.9601 1.3924 0.2789 -0.713 0.779 1.919
N 2.3379 0.8261 -0.9474 -0.465 -2.146 -0.872
C -1.3686 -0.7047 0.7931 -2.363 -0.585 -1.398
C -0.0792 -0.8365 0.0077 1.606 0.789 5.430
C 0.1680 0.6918 -0.1572 2.777 1.570 -0.111
H -1.3615 -0.5299 1.8827 0.770 0.069 -0.376
H 2.7829 1.1435 -2.2880 -2.331 -1.333 4.573
H -0.8987 1.6152 1.3355 -0.093 -0.290 -1.957
H -1.9914 -1.5979 0.6203 0.063 0.356 -0.001
H 0.4937 -1.4720 0.8071 0.092 1.336 -1.672
H 1.8539 -0.7334 -0.4570 2.053 3.205 -1.883
```
Positions in Å, forces in eV/Å.

Its spin multiplicity is 1. The calculation puts the electronic energy at -22239.39426 eV. Its HOMO energy is -8.7 eV. As for the largest force on an atom: 5.7 eV/Å. Its energy relative to the best compared isomer or geometry (same formula, charge and spin) is 197.2 kcal per mole. For the HOMO-LUMO gap, the calculation gives 8.323 eV. The LUMO energy comes out at -0.36 eV.



This record from the OMol25 dataset describes C5H6O in the gas phase. The level of theory is ωB97M-V with the def2-TZVPD basis set.

```
12
Properties=species:S:1:pos:R:3:forces:R:3
O -1.0126 -1.0203 1.5783 0.224 0.453 -0.061
C 1.0355 -1.1052 -1.7003 0.069 0.046 0.115
C 1.0149 -0.1362 0.6965 0.059 -0.171 -0.243
C -1.2171 1.1296 0.5485 -0.082 0.055 -0.008
C -0.4662 -0.0937 1.0285 -0.282 -0.158 0.202
C 1.1964 -0.6054 -0.5052 -0.133 -0.025 -0.050
H -0.6605 1.6722 -0.2193 -0.096 -0.100 0.135
H -2.1990 0.8362 0.1693 0.104 0.028 0.118
H -1.3672 1.7968 1.4040 0.007 -0.049 -0.075
H 1.7818 0.1684 1.4038 -0.129 -0.107 -0.143
H 0.9295 -0.4621 -2.5687 0.144 -0.081 0.059
H 0.9646 -2.1803 -1.8354 0.114 0.109 -0.049
```
Positions in Å, forces in eV/Å.

Its spin multiplicity is 1. The calculation puts the electronic energy at -7327.52111 eV. Its HOMO energy is -9.5 eV. As for the largest force on an atom: 0.5 eV/Å. Its energy relative to the best compared isomer or geometry (same formula, charge and spin) is 40.7 kcal per mole. Its SMILES is C=C=CC(C)=O. For the HOMO-LUMO gap, the calculation gives 10.432 eV. The LUMO energy comes out at 0.91 eV.



This record from the OMol25 dataset describes a gas-phase ion, C5H11O (charge -1) at a distorted geometry. The level of theory is ωB97M-V with the def2-TZVPD basis set.

```
17
Properties=species:S:1:pos:R:3:forces:R:3
O 2.4692 -0.2141 0.3675 0.103 0.132 -0.140
C -1.4880 0.7130 -1.0764 -0.964 -0.913 0.094
C -0.1701 0.4937 -0.3309 -0.862 0.927 -0.223
C 0.2108 -0.9619 -0.3106 0.737 -0.531 0.633
C -0.2125 1.0602 1.0824 0.979 -0.019 0.371
C 1.6125 -1.2352 0.3805 0.202 -0.343 -0.200
H -1.7118 1.7387 -1.3498 0.307 0.377 -0.115
H -0.6886 0.3779 1.7849 -0.327 -0.101 0.015
H -2.3795 0.3982 -0.4983 0.396 -0.078 0.075
H -0.5495 -1.5210 0.2640 -0.047 0.011 -0.301
H 0.5523 1.0891 -0.8871 0.479 -0.285 0.061
H 1.9976 -2.1742 -0.1303 -0.072 0.147 -0.125
H -0.6447 2.0521 1.1926 -0.373 0.145 -0.278
H 0.2877 -1.3878 -1.3102 -0.312 0.168 -0.302
H 0.8314 1.1455 1.4069 -0.074 -0.152 0.005
H 1.4020 -1.6572 1.3926 -0.253 0.211 0.448
H -1.5187 0.0830 -1.9778 0.080 0.301 -0.017
```
Positions in Å, forces in eV/Å.

Its spin multiplicity is 1. The calculation puts the electronic energy at -7410.29039 eV. Its HOMO energy is -2.1 eV. As for the largest force on an atom: 1.3 eV/Å. Its energy relative to the best compared isomer or geometry (same formula, charge and spin) is 2.5 kcal per mole. Its SMILES is CC(C)CC[O-]. The charge is -1. For the HOMO-LUMO gap, the calculation gives 6.224 eV. The LUMO energy comes out at 4.11 eV.